Entry 1:
Entry from OMol25: a cluster of 21 separate species, H41O21 in total (wB97M-V/def2-TZVPD).

Each line ends with the Mulliken charge.
Geometry (Å):
O -0.24 0.87 -4.28  -0.606
H 1.05 -4.09 3.94  0.256
H -1.16 0.96 -4.16  0.269
O 0.44 -3.83 3.24  -0.587
H 1.42 2.31 4.64  0.280
H 1.36 -2.87 -0.72  0.360
O -0.51 -2.05 5.17  -0.607
H -1.69 -1.35 1.44  0.335
H 4.92 -1.37 1.85  0.292
O -2.31 -2.09 1.65  -0.614
H 3.94 -0.72 0.87  0.357
H -1.18 -1.81 -0.69  0.088
O -0.46 -1.16 -0.65  -0.176
H -3.19 -3.78 -0.10  0.281
H -4.07 2.79 -0.68  0.277
O -2.32 0.68 -1.22  -0.467
H -3.96 -2.56 -0.86  0.257
H -2.30 1.04 -2.09  0.189
O -3.30 -3.24 -0.88  -0.590
H 1.28 4.35 -1.33  0.322
H -0.70 -0.23 0.05  0.281
O -1.33 -3.63 -2.83  -0.674
H -1.86 -2.93 1.73  0.244
H -2.12 -0.22 -0.92  0.246
O -1.00 2.70 0.41  -0.861
H -0.81 -3.07 -2.20  0.292
H -0.41 -3.82 3.69  0.329
O -4.11 3.41 0.09  -0.646
H -1.05 -2.16 4.38  0.295
H 2.14 -2.37 0.31  0.225
O 5.27 1.61 -0.78  -0.622
H 0.61 2.71 0.43  0.299
H 4.86 2.48 -0.66  0.334
O -1.91 3.66 -3.32  -0.594
H 0.44 -2.05 5.16  0.302
H -2.82 3.79 -3.02  0.344
O 4.78 -0.60 1.31  -0.644
H -0.82 1.84 0.95  0.408
H -1.46 2.65 -0.43  0.171
O -3.04 -0.14 3.95  -0.605
H -3.03 -0.39 3.02  0.300
H -3.59 0.60 4.18  0.269
O 1.89 4.72 -1.98  -0.640
H 3.86 -1.14 -2.69  0.310
H -1.78 2.74 -3.15  0.210
O 1.60 2.67 0.44  -0.619
H -3.19 3.28 0.37  0.446
O 1.59 -3.16 0.19  -0.571
H 0.06 -0.02 -4.09  0.307
H 1.69 2.82 1.39  0.338
O -0.45 0.30 1.25  -0.559
H 1.61 -1.52 -3.14  0.305
H 0.20 -0.23 1.67  0.027
O 1.20 -2.01 -2.38  -0.740
H 3.85 -0.21 -4.08  0.283
H 0.83 -1.24 -1.92  0.276
O 3.58 -0.94 -3.58  -0.605
H -1.93 -4.01 -2.20  0.359
H 1.67 4.47 -2.88  0.300
O 0.84 2.56 3.95  -0.648
H 0.49 1.93 3.34  0.317
H 4.73 1.10 -0.18  0.296

## Properties
- Max |F|: 3.3 eV Å⁻¹
- HOMO-LUMO gap: 8.79 eV
- Charge: -1
- HOMO energy: -6.74 eV


Entry 2:
Entry from OMol25: a cluster of 21 separate species, H42O21 in total (wB97M-V/def2-TZVPD).

Each line ends with the Mulliken charge.
Geometry (Å):
O 2.85 1.22 2.58  -0.540
H 3.68 0.80 2.76  0.271
H 2.70 1.62 3.45  0.279
O -2.42 -0.11 -4.04  -0.581
H -2.32 0.74 -3.54  0.283
H -3.10 0.20 -4.69  0.292
O 1.74 -5.16 -1.61  -0.608
H 0.92 -4.95 -1.95  0.284
H 2.42 -4.56 -1.91  0.320
O 1.16 3.94 2.28  -0.539
H 1.61 4.57 2.83  0.271
H 0.25 4.22 2.36  0.279
O -3.52 -1.83 0.75  -0.665
H -3.05 -2.52 1.37  0.338
H -2.79 -1.39 0.26  0.392
O 0.08 3.12 -3.39  -0.666
H 0.32 3.73 -4.08  0.256
H -0.16 3.68 -2.59  0.302
O 2.37 -3.04 1.07  -0.476
H 3.19 -3.48 1.38  0.234
H 1.96 -3.49 0.30  0.339
O -1.94 -3.15 2.48  -0.619
H -1.96 -4.09 2.29  0.297
H -1.83 -2.99 3.41  0.274
O -0.51 0.58 -1.86  -0.166
H 0.02 -0.12 -2.33  0.136
H -0.45 1.32 -2.53  0.168
O 3.05 2.37 -2.83  -0.663
H 2.12 2.47 -2.56  0.404
H 3.50 1.94 -2.12  0.361
O -1.68 1.15 0.61  -0.634
H -0.96 0.75 1.18  0.228
H -1.49 1.06 -0.32  0.369
O -0.54 -2.91 0.05  -0.568
H -1.17 -2.29 -0.44  0.364
H 0.23 -2.41 -0.31  0.213
O -2.48 -1.59 -1.69  -0.654
H -2.35 -0.67 -1.91  0.325
H -3.28 -1.36 -1.26  0.231
O -2.77 3.58 0.12  -0.664
H -2.54 3.66 1.07  0.267
H -2.58 2.67 -0.06  0.405
O 1.67 1.03 5.03  -0.716
H 0.94 1.65 4.89  0.329
H 1.47 0.20 4.50  0.362
O 1.27 -2.37 -3.60  -0.550
H 1.91 -2.29 -4.30  0.282
H 1.05 -3.26 -3.80  0.275
O 0.82 -2.27 2.82  -0.559
H 1.03 -3.14 2.64  0.347
H 0.21 -2.21 2.00  0.521
O 0.59 -0.34 0.84  -0.618
H 1.46 -0.11 1.28  0.224
H 0.26 -1.08 1.38  -0.008
O 1.26 3.84 -0.99  -0.497
H 1.11 3.68 -0.06  0.245
H 2.16 4.20 -1.03  0.288
O -5.48 -0.07 1.35  -0.613
H -5.00 0.59 1.77  0.293
H -5.05 -0.40 0.49  0.312
O 3.53 1.76 -0.36  -0.660
H 3.10 2.34 0.30  0.301
H 3.41 0.99 0.23  0.302

## Properties
- Max |F|: 4.3 eV Å⁻¹
- HOMO-LUMO gap: 9.68 eV
- HOMO energy: -9.86 eV


Entry 3:
Entry from OMol25: a cluster of 21 separate species, H42O21 in total (wB97M-V/def2-TZVPD).

Each line ends with the Mulliken charge.
Geometry (Å):
O 0.74 2.38 -3.08  -0.620
H 0.91 1.44 -3.35  0.236
H 0.01 2.67 -3.67  0.375
O 1.57 1.00 1.61  -0.493
H 1.29 0.50 0.83  0.013
H 2.41 1.43 1.47  0.327
O -0.21 3.08 0.57  -0.494
H 0.58 3.58 0.31  0.219
H -0.89 3.14 -0.24  0.288
O 3.29 -2.30 -0.15  -0.565
H 3.10 -1.80 0.67  0.213
H 3.67 -3.12 0.15  0.292
O 1.88 3.21 3.15  -0.579
H 2.07 2.29 3.21  0.309
H 1.03 3.34 3.59  0.301
O 4.19 -1.45 -2.71  -0.693
H 4.18 -1.63 -1.74  0.397
H 3.51 -1.99 -3.16  0.299
O 0.64 -0.52 -2.87  -0.521
H 0.19 -0.40 -3.72  0.273
H 1.29 -1.23 -2.81  0.277
O -2.89 -0.50 1.95  -0.608
H -3.71 -0.12 1.56  0.221
H -2.77 0.13 2.68  0.282
O -0.77 -2.25 2.53  -0.642
H -1.39 -2.16 1.75  0.342
H -0.75 -1.32 2.94  0.275
O 3.33 1.32 -2.83  -0.640
H 3.61 0.38 -2.75  0.446
H 2.72 1.18 -2.08  0.193
O -0.21 -3.07 -0.51  -0.510
H -1.00 -2.87 0.01  0.174
H 0.60 -3.18 -0.03  0.290
O -4.57 1.08 -1.35  -0.653
H -4.00 0.34 -1.05  0.293
H -5.15 1.35 -0.63  0.312
O -3.24 2.47 1.39  -0.584
H -2.72 2.61 0.59  0.392
H -3.25 3.20 2.05  0.293
O 1.55 -3.15 -2.46  -0.733
H 2.08 -3.09 -1.67  0.337
H 0.63 -2.94 -2.24  0.345
O -0.14 0.18 -0.56  -0.355
H -0.23 -0.55 -1.26  0.358
H 0.35 0.94 -0.86  0.301
O -1.29 2.55 2.67  -0.710
H -1.13 1.89 1.97  0.358
H -0.68 3.30 2.46  0.293
O -3.42 -3.24 0.92  -0.559
H -4.16 -3.77 0.50  0.280
H -3.89 -2.51 1.34  0.301
O 3.17 -2.12 3.01  -0.624
H 2.32 -1.66 2.91  0.293
H 3.66 -1.54 3.64  0.312
O -1.86 2.08 -1.49  -0.485
H -1.27 1.30 -1.48  0.308
H -2.71 1.62 -1.37  0.195
O 0.69 -4.46 1.65  -0.622
H 0.17 -5.14 2.11  0.282
H 0.36 -3.63 2.00  0.386
O -1.10 4.25 -1.88  -0.734
H -0.44 3.71 -2.38  0.373
H -1.94 3.73 -1.80  0.370

## Properties
- Max |F|: 3.5 eV Å⁻¹
- HOMO-LUMO gap: 9.43 eV
- HOMO energy: -9.86 eV


Entry 4:
Entry from OMol25: a cluster of 21 separate species, H42O21 in total (wB97M-V/def2-TZVPD).

Each line ends with the Mulliken charge.
Geometry (Å):
O 1.22 3.70 -3.06  -0.606
H 1.95 3.10 -3.29  0.303
H 1.20 3.51 -2.11  0.303
O 2.15 3.48 -0.31  -0.606
H 2.45 2.99 0.47  0.274
H 3.01 3.29 -0.73  0.424
O -2.12 -2.13 2.75  -0.616
H -1.67 -2.14 1.91  0.130
H -2.89 -2.67 2.58  0.301
O -1.10 3.37 2.09  -0.530
H -2.04 3.23 2.08  0.277
H -0.74 4.03 2.69  0.234
O -3.89 -0.73 -0.35  -0.617
H -3.05 -0.24 -0.26  0.233
H -4.13 -0.59 0.57  0.301
O 1.29 -1.18 -3.77  -0.616
H 1.43 -2.11 -3.63  0.312
H 1.07 -0.70 -2.98  0.276
O -1.31 -0.39 0.70  0.497
H -0.63 -0.96 0.33  -0.108
H -0.94 0.50 0.54  0.050
O -2.77 1.37 -3.01  -0.630
H -2.23 0.60 -3.23  0.308
H -2.74 1.96 -3.76  0.282
O -2.90 0.55 3.36  -0.613
H -3.44 -0.21 3.58  0.299
H -2.68 0.44 2.43  0.223
O 4.17 2.16 -1.50  -0.645
H 4.38 2.83 -2.16  0.277
H 4.65 1.41 -1.88  0.299
O -1.52 -4.18 0.50  -0.611
H -0.76 -4.75 0.46  0.308
H -1.51 -3.50 -0.16  0.290
O 0.18 0.54 2.57  -0.621
H -0.56 -0.08 2.60  0.232
H -0.22 1.41 2.44  0.334
O 1.48 -1.55 1.33  -0.443
H 2.24 -1.80 0.80  0.265
H 1.84 -0.79 1.81  0.286
O -3.00 -2.86 -3.25  -0.628
H -2.12 -2.47 -3.30  0.288
H -3.35 -2.34 -2.51  0.324
O 1.13 -4.64 -0.21  -0.758
H 1.03 -4.30 0.69  0.370
H 1.56 -3.85 -0.56  0.329
O 2.40 -1.81 -1.16  -0.489
H 1.95 -1.03 -0.83  0.201
H 2.97 -1.72 -1.91  0.300
O 2.58 0.84 1.43  -0.683
H 1.78 1.20 1.03  0.276
H 2.70 1.10 2.33  0.261
O 0.52 -2.42 4.32  -0.614
H -0.34 -2.51 3.96  0.305
H 0.94 -1.59 4.52  0.289
O -2.62 3.47 -0.47  -0.530
H -3.12 4.03 -1.06  0.246
H -3.12 2.70 -0.20  0.296
O 4.49 -0.27 -0.34  -0.644
H 4.34 -1.14 -0.65  0.314
H 3.72 0.05 0.14  0.430
O -0.90 1.69 -1.27  -0.261
H -0.59 2.51 -1.66  0.139
H -1.85 1.56 -1.44  0.184

## Properties
- Max |F|: 2.8 eV Å⁻¹
- HOMO-LUMO gap: 10.21 eV
- HOMO energy: -10.67 eV


Entry 5:
Entry from OMol25: a structure of composition H42O21Sr (wB97M-V/def2-TZVPD).

Each line ends with the Mulliken charge.
Geometry (Å):
Sr -0.45 -0.06 -0.09  1.257
O 3.71 -0.42 2.54  -0.560
H 4.02 0.49 2.56  0.223
H 4.50 -0.93 2.36  0.271
O -1.39 -1.80 1.33  -0.527
H -2.32 -1.95 1.20  0.247
H -1.17 -2.28 2.13  0.216
O -2.98 -0.09 -0.57  -0.363
H -3.82 0.34 -0.42  0.149
H -3.02 -0.38 -1.48  0.318
O 2.41 -3.61 1.72  -0.623
H 2.14 -4.35 2.26  0.312
H 3.36 -3.65 1.72  0.276
O -5.08 -2.14 -1.72  -0.618
H -4.63 -2.30 -2.56  0.312
H -4.37 -1.98 -1.10  0.296
O -0.13 -4.22 -1.64  -0.617
H 0.53 -4.63 -2.20  0.297
H -0.94 -4.66 -1.88  0.290
O 1.61 1.44 -1.08  -0.215
H 2.50 1.51 -0.73  0.275
H 1.63 1.92 -1.91  0.187
O -3.30 0.00 -3.18  -0.559
H -3.23 0.03 -4.14  0.255
H -4.13 0.44 -2.99  0.289
O -0.76 -1.74 -2.37  -0.413
H -0.28 -2.56 -2.24  0.298
H -0.54 -1.47 -3.26  0.273
O 3.05 -2.34 -2.77  -0.615
H 3.59 -1.57 -2.62  0.290
H 3.60 -2.92 -3.29  0.290
O -4.35 -2.67 1.08  -0.579
H -3.96 -3.51 1.30  0.306
H -4.97 -2.50 1.78  0.274
O 0.56 4.77 -1.01  -0.603
H 0.22 5.49 -0.47  0.270
H -0.20 4.48 -1.51  0.366
O -1.28 1.61 -1.82  -0.264
H -1.71 1.43 -2.66  0.182
H -1.41 2.55 -1.69  0.212
O 1.16 2.32 3.95  -0.597
H 1.72 3.09 3.87  0.282
H 0.28 2.67 4.11  0.275
O -2.06 4.34 -1.72  -0.671
H -2.43 4.71 -0.92  0.295
H -2.76 4.43 -2.37  0.285
O 4.11 1.58 0.05  -0.637
H 3.85 2.08 0.82  0.273
H 4.85 2.07 -0.32  0.298
O -1.51 1.86 1.28  -0.311
H -1.19 2.23 2.10  0.131
H -2.33 2.33 1.11  0.192
O 1.07 0.18 1.90  0.065
H 1.33 0.86 2.51  0.099
H 1.77 -0.47 1.95  0.096
O 1.08 -2.52 3.96  -0.621
H 1.47 -1.70 4.25  0.333
H 1.60 -2.77 3.19  0.341
O 1.34 -1.67 -0.58  -0.102
H 1.45 -2.59 -0.33  0.085
H 1.84 -1.58 -1.39  0.193
O 2.50 4.17 1.30  -0.564
H 1.79 3.92 0.71  0.308
H 2.08 4.68 1.99  0.274

## Properties
- Max |F|: 1.4 eV Å⁻¹
- HOMO-LUMO gap: 10.29 eV
- Charge: +2
- HOMO energy: -15.44 eV


Entry 6:
Entry from OMol25: a cluster of 21 separate species, H43O21 in total (wB97M-V/def2-TZVPD).

Each line ends with the Mulliken charge.
Geometry (Å):
O -2.77 -1.62 -1.94  -0.611
H -2.03 -2.16 -1.15  0.545
H -2.45 -2.08 -2.79  0.454
O -2.55 0.72 -2.53  -0.605
H -1.72 1.33 -2.56  0.387
H -2.36 -0.66 -2.17  0.469
O 0.69 -2.39 -1.85  -0.523
H 1.17 -2.94 -1.37  0.292
H 0.80 -1.30 -1.68  0.288
O -0.56 0.93 1.94  -0.927
H -0.30 -0.50 0.59  0.255
H 0.30 1.18 5.26  0.133
O -2.83 -1.97 1.98  -0.628
H -1.93 -1.64 1.57  0.440
H -3.40 -1.21 2.26  0.284
O 0.04 -1.54 0.57  -0.578
H -0.68 1.84 1.99  0.207
H 0.36 -1.73 1.47  0.214
O -2.97 3.39 -0.46  -0.602
H -3.37 2.76 -1.04  0.228
H -3.19 4.25 -0.87  0.328
O 3.06 0.52 2.42  -0.316
H 3.86 0.55 2.02  0.081
H 3.07 0.72 3.41  0.166
O -0.57 2.99 -3.50  -0.431
H 0.10 2.73 -4.02  0.249
H -1.12 3.61 -3.91  0.224
O 1.24 -2.76 3.11  -0.598
H 1.89 -2.54 2.64  0.159
H 1.48 -2.73 4.07  0.319
O 0.49 0.49 -1.48  -0.535
H 1.06 0.73 -0.73  0.106
H 0.93 1.17 -2.19  0.221
O 0.13 4.38 2.30  -0.515
H -0.28 4.88 1.69  0.195
H 0.95 4.48 2.79  0.270
O 4.37 -0.56 -3.10  -0.663
H 3.61 -0.87 -2.82  0.090
H 4.12 0.42 -2.87  0.356
O 3.69 -0.53 -0.56  -0.496
H 4.52 -0.81 -0.22  0.234
H 3.03 -2.04 -3.16  0.403
O 2.08 -4.30 -0.45  -0.668
H 2.27 -4.46 -1.40  0.306
H 3.10 -0.13 0.15  0.238
O -4.91 0.57 -0.60  -0.580
H 0.00 0.67 2.66  0.299
O -2.80 2.57 3.87  -0.618
H -2.07 2.67 3.43  0.276
H -3.51 2.33 3.21  0.301
O 2.46 -2.09 -4.04  -0.591
H 2.68 -1.40 -4.72  0.294
H -3.36 1.16 -2.41  0.229
O 0.69 1.17 4.35  -0.236
H 2.96 -4.46 -0.08  0.288
H 1.12 2.16 4.36  0.242
O 2.21 2.70 0.36  -0.275
H 2.80 2.50 1.03  0.104
H 1.56 3.27 0.34  0.214
O -1.68 -3.33 -0.55  -0.593
H -1.22 -3.95 -1.07  0.341
H -1.07 -2.88 0.14  0.300
H -5.45 -0.19 -0.66  0.289
H -4.40 0.61 0.17  0.269

## Properties
- Max |F|: 12.1 eV Å⁻¹
- ⟨S²⟩: 0.75
- 2S+1: 2
- HOMO-LUMO gap (spin up / spin down): 2.21 / 9.59 eV
- HOMO energy (spin up / spin down): -2.53 / -9.97 eV